This record from the Open Molecules 2025 dataset describes an isolated molecule of C7H9N in a non-equilibrium geometry. The level of theory is the ωB97M-V functional and the def2-TZVPD basis.

```
17
Properties=species:S:1:pos:R:3:forces:R:3
C -3.0433 -0.4044 -0.3299 2.48 0.79 0.90
C -1.8657 -0.2174 -0.0476 0.34 -1.43 0.06
C -0.3394 -0.2554 0.3983 -2.02 -0.19 1.79
C 0.4815 -1.5580 0.3060 -2.01 -0.94 0.75
C 1.6407 -1.3168 -0.2535 0.90 1.84 0.63
C 1.8356 0.1996 -0.2487 0.32 0.58 -0.61
N 0.4436 0.7320 -0.2016 2.15 -0.49 -3.25
C 0.1883 2.0912 0.1317 0.85 0.45 0.02
H -4.0993 -0.4130 -0.4241 -0.14 -0.10 -0.24
H -0.3338 0.0283 1.4819 -0.73 -0.58 0.02
H 0.1443 -2.4714 0.8616 0.11 0.76 -1.26
H 2.4956 -1.9127 -0.5367 -0.23 -0.49 0.40
H 2.5350 0.4487 -1.1035 -1.25 0.54 0.56
H 2.3698 0.5676 0.6866 -0.23 -0.67 -0.67
H 0.8803 2.3595 0.9272 -0.12 0.45 0.70
H -0.8390 2.1835 0.4311 -0.42 0.15 0.36
H 0.3552 2.8522 -0.6501 0.01 -0.69 -0.17
```
Forces are in eV/Å.

Results
Net charge: 0
SMILES: C#C[C@H]1C=CCN1C

This record from the Open Molecules 2025 dataset describes a cluster of 5 separate species, C2H14N2O4 in total in a non-equilibrium geometry. The level of theory is the ωB97M-V functional and the def2-TZVPD basis.

```
22
Properties=species:S:1:pos:R:3:forces:R:3
H 2.0983 0.4906 1.4222 0.75 0.25 1.35
N 1.2573 0.6736 0.9467 -1.62 0.75 -1.24
C 0.4974 1.6832 1.2311 1.21 -1.89 0.62
N -0.6057 1.8622 0.4664 0.21 -0.92 -1.90
C -1.1303 3.1656 0.2216 -1.18 1.73 2.83
H 0.5950 2.2942 2.1795 -0.06 -0.14 -1.34
H -0.6945 1.2259 -0.4208 0.82 1.65 2.31
H -1.9228 2.9825 -0.4029 -2.37 -0.24 -1.37
H -1.6075 3.5945 1.2084 1.05 -0.57 -1.80
H -0.6335 3.9782 -0.3306 1.06 -0.57 0.51
O 0.1143 1.2913 -2.4415 0.23 -0.59 0.67
H 0.9181 1.0562 -1.9395 -0.29 0.33 -0.30
H -0.3398 0.4231 -2.4539 0.17 0.24 -0.49
O 1.0607 -3.7483 2.0907 -2.34 -2.29 1.12
H 1.6539 -3.1639 2.4977 1.47 1.41 0.81
H 0.5623 -4.1478 2.8807 0.98 0.83 -1.93
O -0.2905 -2.2105 0.1115 -0.82 -1.84 -0.62
H -0.1199 -1.3267 0.3604 1.01 1.42 0.95
H 0.2468 -2.8449 0.6116 -0.10 0.53 0.23
O -0.8486 -1.2991 -2.2976 -0.28 -0.33 -1.48
H -0.7923 -2.2321 -2.5411 0.23 0.26 -0.58
H -1.0156 -1.4403 -1.3845 -0.15 -0.02 1.64
```
Forces are in eV/Å.

Results
Net charge: 0
SMILES: [H]/N=C/NC.O.O.O.O

This record from the Open Molecules 2025 dataset describes a structure of composition C46H40N5OPSTl. The level of theory is the ωB97M-V functional and the def2-TZVPD basis.

```
95
Properties=species:S:1:pos:R:3:forces:R:3
Tl 0.6358 1.2790 -0.8775 -0.03 0.08 -0.08
O 1.6082 0.0031 1.0873 -0.09 0.12 0.28
C 1.7475 0.5300 2.2683 -0.08 -0.09 -0.14
C 2.9400 0.3340 3.0141 -0.02 0.01 0.01
C 3.1257 0.8752 4.2687 0.01 -0.01 0.00
C 2.1315 1.6429 4.8727 0.01 0.01 -0.01
C 0.9439 1.8255 4.1893 0.00 -0.02 -0.04
C 0.7201 1.2789 2.9232 0.07 -0.03 -0.10
C -0.6275 1.4095 2.3541 -0.13 -0.04 0.08
N -1.0185 1.5798 1.1078 0.13 -0.06 0.01
C -2.3901 1.5791 1.1149 -0.02 0.01 -0.02
C -2.8485 1.4197 2.3870 0.08 0.00 -0.05
N -1.7187 1.3310 3.1646 -0.06 0.12 0.06
H 3.7263 -0.2536 2.5544 -0.01 0.00 -0.01
H 4.0659 0.7052 4.7825 0.00 0.00 0.00
H 2.2807 2.0828 5.8502 -0.01 0.01 0.00
H 0.1554 2.4186 4.6424 0.01 0.00 0.01
H -2.9520 1.7018 0.2029 -0.01 -0.02 0.00
H -3.8419 1.3638 2.7967 0.01 0.00 0.00
H -1.6834 1.0844 4.1399 0.00 -0.02 -0.01
N -0.2839 0.6753 -3.9893 -0.07 -0.02 0.03
C -1.5700 1.0860 -3.6861 0.02 0.02 -0.03
C -2.1026 2.2199 -4.3059 0.01 0.00 0.01
C -3.3817 2.6611 -4.0118 0.03 0.00 -0.01
C -4.1598 1.9766 -3.0905 -0.01 -0.03 0.03
C -3.6304 0.8511 -2.4723 -0.02 0.01 0.01
C -2.3457 0.3905 -2.7397 0.01 -0.04 0.01
C -1.8299 -0.8400 -2.0654 -0.02 0.00 -0.06
C -2.5680 -2.0195 -2.2125 0.03 -0.04 0.01
C -2.1503 -3.1969 -1.6053 0.00 0.06 0.01
C -1.0070 -3.1790 -0.8179 -0.01 0.00 -0.01
C -0.2998 -1.9895 -0.6642 0.05 -0.06 0.03
C -0.6517 -0.7929 -1.2973 -0.05 0.12 0.04
H 0.0943 0.9464 -4.8789 0.01 0.00 0.00
H -0.0048 -0.2269 -3.6396 0.02 0.01 -0.02
H -1.4911 2.7580 -5.0224 -0.02 0.00 0.00
H -3.7679 3.5465 -4.5023 0.01 0.00 0.00
H -5.1599 2.3150 -2.8517 0.00 0.00 0.00
H -4.2241 0.3026 -1.7484 0.01 0.01 0.01
H -3.4660 -2.0137 -2.8232 -0.01 -0.01 0.00
H -2.7204 -4.1097 -1.7317 0.00 -0.01 -0.01
H -0.6726 -4.0799 -0.3128 -0.01 0.00 0.01
H 0.5640 -1.9929 -0.0035 0.00 -0.01 0.01
C -5.3754 -3.8359 2.1489 -0.01 -0.02 0.01
C -4.7142 -4.1021 3.3434 0.02 0.01 -0.02
C -3.4669 -3.5457 3.5836 -0.02 0.00 0.02
C -2.8660 -2.7143 2.6373 0.14 0.11 -0.02
C -3.5461 -2.4417 1.4510 0.00 0.01 0.02
C -4.7916 -3.0072 1.2037 0.03 0.02 0.01
P -1.2135 -1.9158 2.7886 -0.05 -0.06 -0.05
C -0.0504 -3.3353 2.6743 -0.02 -0.05 0.00
C -0.3951 -4.6722 2.8638 -0.03 0.00 0.03
C 0.5578 -5.6717 2.7307 0.01 -0.01 -0.03
C 1.8700 -5.3501 2.4064 -0.03 -0.01 0.02
C 2.2226 -4.0240 2.2090 -0.02 0.03 0.00
C 1.2661 -3.0236 2.3321 0.03 0.00 -0.01
C -1.1140 -1.5276 4.5850 -0.17 0.00 0.07
C 0.1275 -1.4680 5.2139 0.02 0.02 0.01
C 0.2480 -0.9854 6.5108 0.04 -0.03 -0.06
C -0.8686 -0.5469 7.2025 -0.11 0.01 0.01
C -2.1152 -0.5913 6.5856 0.07 0.05 0.10
C -2.2361 -1.0714 5.2910 0.08 -0.13 -0.12
H -6.3484 -4.2734 1.9596 0.01 0.00 0.01
H -5.1714 -4.7459 4.0850 0.00 0.00 0.00
H -2.9572 -3.7504 4.5182 0.00 0.00 0.01
H -3.0881 -1.7838 0.7194 -0.02 -0.02 0.00
H -5.3020 -2.7953 0.2721 0.01 0.00 0.00
H -1.4171 -4.9422 3.1002 0.04 0.00 -0.01
H 0.2712 -6.7070 2.8720 0.01 0.00 0.00
H 2.6109 -6.1321 2.2946 -0.01 -0.01 0.00
H 3.2379 -3.7632 1.9350 -0.01 0.01 0.00
H 1.5329 -1.9927 2.1219 0.00 -0.01 0.00
H 1.0156 -1.7775 4.6769 0.03 0.01 0.02
H 1.2266 -0.9349 6.9716 0.00 -0.01 -0.02
H -0.7722 -0.1673 8.2122 -0.01 0.00 -0.01
H -2.9949 -0.2489 7.1180 0.00 -0.01 -0.01
H -3.2128 -1.1031 4.8202 0.01 0.03 0.01
N 2.4968 -1.6519 -2.3913 0.16 0.06 -0.04
C 3.6708 -1.1743 -1.9247 0.00 0.05 0.26
S 5.0394 -1.1299 -2.9066 -0.10 -0.02 0.03
N 3.6551 -0.7630 -0.6382 0.16 -0.03 -0.18
C 4.7575 -0.1248 0.0006 -0.04 -0.07 -0.04
C 5.8034 -0.8788 0.5114 0.06 -0.01 -0.03
C 6.8159 -0.2568 1.2258 -0.01 0.01 0.00
C 6.7761 1.1154 1.4402 -0.01 0.02 -0.01
C 5.7250 1.8646 0.9299 0.03 -0.03 0.01
C 4.7166 1.2457 0.2060 -0.02 0.01 0.02
H 2.4711 -1.8937 -3.3642 0.00 -0.06 0.01
H 1.6388 -1.6384 -1.8584 -0.03 0.03 0.02
H 2.7895 -0.6722 -0.0875 -0.08 0.02 -0.08
H 5.8141 -1.9471 0.3352 0.00 0.02 0.00
H 7.6347 -0.8435 1.6238 -0.01 -0.01 -0.01
H 7.5616 1.5984 2.0086 -0.01 0.00 0.00
H 5.6831 2.9326 1.1034 0.00 -0.01 0.00
H 3.8771 1.8090 -0.1824 0.00 0.00 -0.01
```
Forces are in eV/Å.

Results
Net charge: -1

This record from the Open Molecules 2025 dataset describes a cluster of 2 separate species, C3H7O3PS2 in total in a non-equilibrium geometry. The level of theory is the ωB97M-V functional and the def2-TZVPD basis.

```
16
Properties=species:S:1:pos:R:3:forces:R:3
C 0.1017 2.4693 -0.2289 3.39 0.42 -3.34
C -1.2988 2.3820 0.1788 -0.17 1.29 2.66
C -1.6207 0.9777 0.6017 -0.40 0.52 1.04
O -3.2153 -1.1743 0.2235 -0.11 -1.21 1.38
O -4.0752 1.1204 -0.2380 -0.19 0.73 0.89
O -2.5125 -0.0392 -1.7888 1.60 0.21 -1.63
P -2.8798 0.2444 -0.3967 -2.61 0.06 -2.11
S 2.6430 -0.5334 1.2889 -0.64 -0.06 -0.14
S -1.1565 0.3361 2.0180 0.34 0.11 -0.12
H 0.7654 2.0431 0.5154 0.16 -0.32 0.02
H 0.4642 3.5411 -0.3521 -0.62 -1.01 0.07
H 0.3683 1.9491 -1.2873 -0.80 0.95 2.48
H -1.9622 2.7828 -0.5616 -0.58 -0.07 -0.30
H -1.3230 3.0723 1.1275 -0.49 -1.25 -1.48
H 1.3034 -0.5908 0.9699 0.89 0.02 0.18
H -2.4653 -1.4384 0.7601 0.23 -0.38 0.41
```
Forces are in eV/Å.

Results
Net charge: -2

In the order shown, the computed energy relative to the best compared isomer or geometry (same formula, charge and spin) values come out to 97.5 34.1 4.5 0.0 kcal/mol.